Record 1
DFT (the ωB97M-V functional and the def2-TZVPD basis) results for a structure of composition C25H37HfO.

Each line ends with the Mulliken charge.
Geometry (Å):
C 1.34477 -2.20860 0.70277  0.887
C 2.26794 -1.42425 -0.07395  0.380
C 1.75944 -1.35469 -1.41378  0.725
C 0.46749 -1.97944 -1.43938  1.108
C 0.20681 -2.49790 -0.12629  0.366
Hf 0.30186 -0.08110 0.05138  0.884
C -2.41909 2.08516 -0.55566  1.108
C -2.19815 1.24694 0.53970  -1.175
H -2.30499 1.66892 1.55002  0.492
C -1.86188 -0.19092 0.45880  -0.925
H -2.38319 -0.75007 -0.33626  0.590
H -1.96144 -0.70941 1.43336  0.640
C -2.81176 3.52485 -0.32905  -1.534
H -2.29188 3.94970 0.53240  0.323
H -2.57197 4.12734 -1.20722  0.449
H -3.88856 3.63870 -0.14199  0.380
C -2.84408 1.52496 -1.89296  -1.082
H -2.75852 0.43142 -1.96065  0.115
H -3.89276 1.78785 -2.12412  0.444
H -2.22680 1.95521 -2.68782  0.194
C 3.59276 -0.91047 0.39960  -1.881
H 3.51079 -0.47372 1.40732  0.368
H 4.34195 -1.71725 0.44192  0.351
H 3.97008 -0.13214 -0.28027  0.432
C 2.56124 -0.84232 -2.56006  -1.746
H 2.67654 0.24853 -2.50084  0.356
H 3.56574 -1.28498 -2.55299  0.438
H 2.08088 -1.09063 -3.51258  0.381
C -0.39093 -2.29373 -2.61961  -1.802
H -0.03156 -1.80778 -3.53186  0.500
H -0.41679 -3.37991 -2.79405  0.376
H -1.43056 -1.97643 -2.45139  0.270
C -0.91022 -3.41715 0.23503  -1.587
H -1.82775 -3.16136 -0.30732  0.363
H -0.65698 -4.45848 -0.01371  0.358
H -1.11944 -3.37717 1.30979  0.354
C 1.65844 -2.88519 1.99255  -1.542
H 0.77006 -2.92665 2.63826  0.376
H 1.99165 -3.92311 1.81682  0.300
H 2.46445 -2.35990 2.52359  0.448
C 0.20270 1.32622 -1.66372  1.001
C -0.20409 2.57381 -1.20745  -0.248
C 0.33285 1.19126 -3.07021  -0.048
C -0.18287 3.73134 -2.01968  -0.478
H -0.16031 2.67572 -0.10186  -0.428
C 0.31368 2.32074 -3.90407  -0.743
H 0.45094 0.21306 -3.55048  -0.093
C 0.11934 3.60092 -3.36767  -0.811
H -0.35191 4.71669 -1.57364  0.571
H 0.47334 2.20470 -4.98234  0.415
H 0.20868 4.49064 -3.99969  0.407
C 1.07441 2.30299 3.80914  -0.665
C 0.42397 1.04544 4.35826  -0.690
C 0.56427 0.00673 3.25429  -0.031
O 0.62812 0.79699 1.96707  -0.560
C 0.91062 2.25754 2.29550  -0.324
H 0.64127 3.21841 4.21611  0.381
H 2.14123 2.31702 4.04962  0.303
H -0.63562 1.20674 4.57668  0.339
H 0.89264 0.69112 5.27648  0.392
H 1.51634 -0.53517 3.32492  0.141
H -0.27529 -0.69508 3.17585  0.165
H 0.03300 2.82633 1.96814  0.142
H 1.80561 2.53059 1.72906  0.384

Properties
Total charge   +1
LUMO   -2.8 eV
HOMO   -9.92 eV
HOMO-LUMO gap   0.2625 hartree
Energy relative to the best compared isomer or geometry (same formula, charge and spin)   0.000 eV


Record 2
DFT (the ωB97M-V functional and the def2-TZVPD basis) results for the molecule C25H37N3O4S.

Each line ends with the Mulliken charge.
Geometry (Å):
C -0.00572 2.65883 -2.14280  -1.300
C -1.25485 2.39406 -1.34566  0.902
O -1.72289 3.21673 -0.58338  -0.653
N -1.84683 1.16769 -1.47196  0.213
C -1.45996 0.02434 -2.16357  -0.002
C -0.68165 -0.11635 -3.30552  -0.841
C -0.37612 -1.39824 -3.74304  -0.819
C -0.85743 -2.50336 -3.07204  -0.396
S -0.20057 -4.11252 -3.47012  1.320
O 0.09042 -4.21566 -4.86814  -0.753
O -1.02693 -5.11141 -2.85107  -0.668
N 1.27367 -3.98875 -2.69405  -0.092
C 1.28780 -4.14638 -1.25770  -1.363
C 2.05531 -3.02085 -0.53584  0.344
C 1.64653 -2.99537 0.94018  -0.935
C 2.26399 -1.81506 1.68914  -0.991
C 1.87580 -0.50004 1.00701  1.739
C 2.43472 0.70964 1.74983  -0.416
O 3.50844 1.19534 1.44149  -0.711
N 1.69184 1.22114 2.75972  0.184
C 0.39646 0.77412 3.21506  -1.225
C -0.69021 1.74416 2.74639  0.233
C -0.40185 3.15509 3.26413  0.233
C -1.43904 4.14240 2.73800  -1.461
C 1.01267 3.55985 2.84231  -0.581
C 2.03904 2.52215 3.29989  -1.111
C 2.42119 -0.52529 -0.41987  -1.799
C 1.76895 -1.66739 -1.18534  0.707
C -1.71579 -2.37484 -1.99011  -0.557
C -2.02180 -1.10768 -1.54967  1.245
C -2.88634 -0.68616 -0.40042  -0.889
C -2.96969 0.83741 -0.57889  0.153
C -4.27983 1.27576 -1.22509  -1.719
H 0.68115 1.81793 -2.09054  0.301
H 0.47069 3.54741 -1.73522  0.364
H -0.26043 2.85541 -3.18197  0.339
H -0.31216 0.73114 -3.85478  0.550
H 0.24895 -1.55532 -4.60675  0.524
H 2.02681 -4.41804 -3.20354  0.310
H 0.23991 -4.12240 -0.95020  0.484
H 1.69367 -5.12093 -0.96459  0.361
H 3.12960 -3.21827 -0.60556  0.316
H 1.94206 -3.93067 1.41986  0.419
H 0.55699 -2.92206 1.00114  0.361
H 3.35192 -1.89969 1.69061  0.387
H 1.92939 -1.82537 2.72909  0.428
H 0.78591 -0.42439 0.94689  -0.015
H 0.19005 -0.23965 2.87741  0.367
H 0.41732 0.76049 4.31220  0.483
H -1.66517 1.40425 3.10127  0.795
H -0.70848 1.76719 1.65455  -0.590
H -0.44659 3.13975 4.36024  0.271
H -2.42913 3.88815 3.11023  0.415
H -1.46752 4.12138 1.65099  0.159
H -1.20107 5.15321 3.06007  0.442
H 1.26722 4.53219 3.26599  0.465
H 1.05179 3.64261 1.75427  0.122
H 3.03680 2.77505 2.93941  0.484
H 2.05625 2.46060 4.39340  0.341
H 2.20993 0.42593 -0.91241  0.335
H 3.50451 -0.64158 -0.38875  0.306
H 2.11804 -1.68092 -2.21787  0.667
H 0.69033 -1.50929 -1.19910  -0.829
H -2.11420 -3.26076 -1.52166  0.579
H -3.87121 -1.14942 -0.43903  0.455
H -2.42297 -0.95895 0.55110  0.240
H -2.83174 1.38407 0.35795  0.146
H -4.26250 2.34875 -1.39753  0.395
H -5.11529 1.04348 -0.57024  0.479
H -4.42015 0.76534 -2.17582  0.358

Properties
Structure (SMILES)   CC(=O)N1c2ccc(S(=O)(=O)NC[C@H]3CC[C@H](C(=O)N4CCC(C)CC4)CC3)cc2C[C@@H]1C
LUMO   0.4 eV
HOMO   -8.82 eV
HOMO-LUMO gap   0.3406 hartree
Energy relative to the best compared isomer or geometry (same formula, charge and spin)   0.000 eV


Record 3
DFT (the ωB97M-V functional and the def2-TZVPD basis) results for a structure of composition C25H38AuBN6S5Sb.

Each line ends with the Mulliken charge.
Geometry (Å):
Au 0.59579 -1.03595 2.63039  0.381
C -3.42027 1.95005 1.92223  -0.827
N -3.28034 0.50220 1.88668  0.254
C -4.18906 -0.37947 1.34343  -0.543
C -3.67721 -1.61447 1.52031  -0.541
N -2.45761 -1.50134 2.15918  0.363
B -1.59991 -2.75421 2.55324  -0.031
N -0.88264 -3.38733 1.30172  0.350
C -1.57723 -4.01583 0.29113  -0.344
C -0.69383 -4.47514 -0.62149  -0.614
N 0.55575 -4.12944 -0.16337  0.349
C 1.81303 -4.38703 -0.84746  -0.814
C 0.42357 -3.47277 1.00103  -0.017
S 1.80622 -2.87443 1.87834  -0.590
C -2.24202 -0.19234 2.38254  -0.062
S -0.94402 0.60382 3.22631  -0.478
H -4.32002 2.21662 1.37521  0.317
H -2.55588 2.41538 1.45291  0.254
H -3.50619 2.29839 2.94971  0.366
H -5.10929 -0.04850 0.89659  0.517
H -4.09313 -2.57089 1.26255  0.498
H -0.75228 -2.41123 3.37402  -0.118
H -2.32396 -3.57757 3.03078  -0.066
H -2.64849 -4.09286 0.30052  0.445
H -0.83706 -5.00840 -1.54417  0.493
H 1.59212 -4.87592 -1.79181  0.327
H 2.44981 -5.03155 -0.24525  0.354
H 2.32274 -3.44335 -1.03516  0.168
C 4.52965 -0.73189 -0.51290  -1.103
C 3.63559 0.49885 -0.50135  0.498
C 2.92381 0.71706 -1.81849  -1.406
Sb 2.25787 0.51737 1.16465  0.242
C 1.50559 2.53781 1.26657  0.835
C 0.37401 2.85122 0.30356  -1.106
C 2.68946 3.48966 1.08961  -1.596
C 3.65129 0.53492 2.83599  0.412
C 4.14661 -0.84629 3.23996  -1.361
C 3.05475 1.26866 4.02811  -1.257
H 5.24426 -0.65262 -1.33532  0.451
H 3.94483 -1.64032 -0.66890  -0.011
H 5.10214 -0.84352 0.40728  0.303
H 4.22072 1.38534 -0.23197  0.538
H 2.28331 -0.12975 -2.05579  0.109
H 3.66238 0.80932 -2.61851  0.532
H 2.30921 1.61804 -1.82458  0.230
H 1.12953 2.59979 2.28930  0.436
H 0.69849 2.80991 -0.73743  0.149
H 0.02172 3.86775 0.49748  0.548
H -0.46034 2.16085 0.41615  -0.106
H 3.07020 3.46556 0.06638  0.322
H 3.51776 3.28056 1.76950  0.378
H 2.36220 4.51328 1.28436  0.498
H 4.48155 1.11377 2.41493  0.449
H 3.33904 -1.43792 3.67717  0.231
H 4.91416 -0.74545 4.01059  0.462
H 4.57521 -1.41370 2.41429  0.272
H 2.18385 0.73706 4.42286  0.173
H 2.75675 2.29157 3.79953  0.301
H 3.79245 1.31236 4.83255  0.465
S -1.40532 -1.22604 -5.71428  -0.327
C -1.19817 -0.68271 -4.17810  0.137
S 0.03298 -1.38786 -3.15085  -0.049
C -0.45022 -0.35624 -1.84361  -0.739
N -1.41435 0.43502 -2.13959  -0.510
N -1.84602 0.26837 -3.43192  0.528
C -2.95340 1.10790 -3.80562  0.715
C -3.62068 1.79727 -2.79078  -0.297
C -4.69036 2.61717 -3.10081  -0.547
C -5.11184 2.76648 -4.41445  -0.509
C -4.44202 2.08609 -5.41472  -0.742
C -3.36553 1.25766 -5.12421  -0.470
S 0.14799 -0.51358 -0.21326  0.734
H -3.29514 1.68920 -1.76859  0.462
H -5.19781 3.14845 -2.30567  0.361
H -5.94873 3.40894 -4.65226  0.392
H -4.74975 2.19378 -6.44624  0.377
H -2.85825 0.74436 -5.92074  0.210

Properties
Total charge   +1
LUMO   -4.6 eV
HOMO   -10.06 eV
HOMO-LUMO gap   0.2003 hartree